(1)
{"formula": "C5H12Cl6N2O4", "method": "ωB97M-V/def2-TZVPD", "de_lowest_kcal_mol": 0.0, "energy_ev": -91678.29567, "total_charge": 0, "homo_lumo_gap_ev": 11.2, "homo_energy_ev": -11.01, "lumo_energy_ev": 0.145, "symbols": ["C", "N", "O", "O", "H", "H", "H", "C", "N", "O", "O", "H", "H", "H", "C", "Cl", "Cl", "H", "H", "C", "Cl", "Cl", "H", "H", "C", "Cl", "Cl", "H", "H"], "xyz": [[-22.50, -11.76, 8.36], [-22.33, -12.32, 9.70], [-23.39, -12.54, 10.27], [-21.20, -12.66, 9.97], [-22.66, -12.55, 7.62], [-21.62, -11.16, 8.10], [-23.39, -11.14, 8.46], [-16.19, -12.29, 4.44], [-15.87, -13.53, 5.27], [-16.76, -14.39, 5.28], [-14.78, -13.54, 5.77], [-17.25, -12.05, 4.59], [-16.02, -12.52, 3.39], [-15.51, -11.49, 4.73], [-24.12, -13.60, 3.33], [-23.71, -14.55, 1.91], [-23.86, -14.44, 4.89], [-23.65, -12.62, 3.25], [-25.20, -13.46, 3.33], [-20.51, -14.09, 5.44], [-20.37, -14.22, 7.21], [-21.01, -12.39, 5.00], [-19.53, -14.26, 5.00], [-21.24, -14.82, 5.08], [-20.84, -17.87, 2.44], [-20.17, -17.41, 4.03], [-22.53, -18.26, 2.43], [-20.67, -17.15, 1.64], [-20.34, -18.82, 2.24]]}

(2)
{"formula": "C5H12ClN3O2S", "method": "ωB97M-V/def2-TZVPD", "energy_ev": -37297.78909, "total_charge": 0, "homo_lumo_gap_ev": [6.8, 7.1], "multiplicity": 3, "homo_energy_ev": [-6.68, -9.50], "lumo_energy_ev": [0.132, -2.413], "symbols": ["C", "C", "C", "C", "C", "N", "N", "N", "O", "O", "S", "Cl", "H", "H", "H", "H", "H", "H", "H", "H", "H", "H", "H", "H"], "xyz": [[2.48, -1.97, -0.47], [-1.74, -0.16, -0.81], [-1.14, 1.41, 1.09], [2.42, -0.85, 0.37], [-0.66, 0.27, 0.19], [1.88, -3.05, -0.17], [0.90, 1.73, -0.78], [0.48, 0.54, -0.63], [2.93, 1.62, 0.88], [3.47, 0.82, -1.36], [3.37, 0.53, 0.05], [5.30, 0.13, 0.66], [3.05, -1.81, -1.39], [-2.60, -0.55, -0.27], [-2.05, 0.68, -1.42], [-1.35, -0.94, -1.45], [-1.55, 2.23, 0.49], [-0.33, 1.79, 1.71], [-1.92, 1.04, 1.74], [2.06, -0.90, 1.38], [-0.40, -0.61, 0.79], [1.98, -3.80, -0.85], [1.74, 1.81, -1.36], [0.72, 2.47, -0.10]]}

(3)
{"formula": "C5H12FN", "method": "ωB97M-V/def2-TZVPD", "de_lowest_kcal_mol": 54.7, "energy_ev": -9583.70682, "total_charge": 0, "homo_lumo_gap_ev": 9.9, "homo_energy_ev": -8.92, "lumo_energy_ev": 0.934, "symbols": ["C", "C", "C", "C", "C", "N", "F", "H", "H", "H", "H", "H", "H", "H", "H", "H", "H", "H", "H"], "xyz": [[-1.52, -2.02, 0.41], [-0.24, 1.00, 0.83], [-0.72, 0.99, -1.60], [-0.70, -1.23, -0.61], [-0.47, 0.24, -0.50], [2.72, 1.24, 0.69], [3.35, 0.04, 1.05], [-2.54, -1.66, 0.28], [-1.49, -3.05, 0.20], [-1.39, -1.85, 1.45], [0.28, 1.93, 0.68], [-1.25, 1.27, 1.20], [0.46, 0.50, 1.56], [-1.08, 0.46, -2.50], [-0.69, 2.06, -1.69], [2.77, 1.28, -0.31], [0.34, -1.68, -0.68], [-1.16, -1.57, -1.52], [3.33, 2.04, 1.06]]}

(4)
{"formula": "C5H12FO2Sn", "method": "ωB97M-V/def2-TZVPD", "energy_ev": -18009.62107, "total_charge": 1, "homo_lumo_gap_ev": 6.6, "homo_energy_ev": -11.91, "lumo_energy_ev": -5.276, "symbols": ["F", "C", "O", "C", "C", "H", "H", "H", "H", "H", "H", "H", "C", "O", "C", "H", "H", "H", "H", "H", "Sn"], "xyz": [[3.04, 0.75, -0.23], [-0.39, 0.22, 1.23], [0.57, 0.01, 0.18], [1.59, -0.99, 0.40], [2.74, -0.62, -0.49], [-0.36, 2.05, 0.58], [-0.26, -0.50, 2.05], [-0.02, 1.06, 1.81], [1.18, -1.96, 0.12], [1.89, -1.01, 1.45], [2.49, -0.68, -1.56], [3.63, -1.20, -0.25], [-2.59, 0.84, -1.23], [-1.57, -0.14, -1.12], [-1.37, -0.70, 0.12], [-3.45, 0.38, -1.72], [-2.90, 1.21, -0.24], [-2.24, 1.71, -1.81], [-1.08, -1.75, 0.01], [-2.32, -0.75, 0.68], [1.43, 2.06, 0.01]]}

(5)
{"formula": "C5H12GaO3", "method": "ωB97M-V/def2-TZVPD", "de_lowest_kcal_mol": 74.8, "energy_ev": -63872.89912, "total_charge": 2, "homo_lumo_gap_ev": [5.1, 5.5], "multiplicity": 2, "homo_energy_ev": [-16.69, -17.15], "lumo_energy_ev": [-11.611, -11.605], "symbols": ["H", "C", "O", "C", "O", "C", "C", "O", "C", "Ga", "H", "H", "H", "H", "H", "H", "H", "H", "H", "H", "H"], "xyz": [[-3.54, 1.14, 0.44], [3.14, 0.10, 0.42], [2.72, 1.32, -0.12], [2.14, -1.01, 0.11], [0.83, -0.50, 0.44], [-0.26, -1.36, 0.12], [-1.53, -0.54, 0.21], [-1.30, 0.68, -0.47], [-2.45, 1.51, -0.55], [0.80, 1.34, -0.07], [3.26, 0.16, 1.52], [4.11, -0.22, 0.01], [2.33, -1.92, 0.70], [2.15, -1.27, -0.96], [-0.30, -2.19, 0.83], [-0.12, -1.75, -0.90], [-1.80, -0.33, 1.25], [-2.36, -1.10, -0.26], [-2.33, 2.54, -1.58], [-3.15, 1.06, -1.27], [-2.34, 2.34, 0.16]]}

(6)
{"formula": "C5H12I2N", "method": "ωB97M-V/def2-TZVPD", "de_lowest_kcal_mol": 41.1, "energy_ev": -23062.54443, "total_charge": 1, "homo_lumo_gap_ev": 9.1, "homo_energy_ev": -13.14, "lumo_energy_ev": -4.046, "symbols": ["C", "C", "C", "C", "C", "N", "I", "I", "H", "H", "H", "H", "H", "H", "H", "H", "H", "H", "H", "H"], "xyz": [[-0.21, -1.76, 0.03], [1.78, -0.42, 0.71], [0.21, -0.48, 0.80], [-0.28, 0.73, 0.10], [-2.03, 0.99, -0.15], [0.46, 0.88, -1.17], [-2.70, 1.34, 1.91], [-2.38, 2.46, -1.70], [0.48, -1.94, -0.77], [-0.17, -2.54, 0.81], [-1.24, -1.61, -0.27], [2.13, -0.85, 1.61], [2.16, 0.71, 0.70], [2.24, -1.02, -0.07], [0.01, -0.71, 1.82], [0.00, 1.62, 0.61], [-2.52, 0.01, -0.26], [0.66, 0.02, -1.70], [1.48, 1.11, -1.05], [-0.07, 1.44, -1.96]]}

(7)
{"formula": "C5H12IP", "method": "ωB97M-V/def2-TZVPD", "de_lowest_kcal_mol": 21.1, "energy_ev": -22767.71453, "total_charge": 0, "homo_lumo_gap_ev": 8.9, "homo_energy_ev": -8.58, "lumo_energy_ev": 0.356, "symbols": ["C", "C", "C", "C", "C", "P", "I", "H", "H", "H", "H", "H", "H", "H", "H", "H", "H", "H", "H"], "xyz": [[1.52, 0.03, 0.65], [-0.16, -1.92, 0.73], [0.14, -0.54, -1.37], [-0.81, 2.59, -0.17], [0.11, -0.53, 0.15], [-1.04, 0.63, 0.99], [-3.17, -0.09, -0.06], [2.19, -0.62, 0.09], [1.73, 1.12, 0.68], [1.59, -0.23, 1.65], [-0.14, -2.06, 1.86], [0.57, -2.63, 0.28], [-1.10, -2.47, 0.36], [-0.83, -0.83, -1.85], [0.61, 0.44, -1.65], [0.79, -1.50, -1.69], [-0.99, 2.37, -1.20], [0.30, 2.83, 0.08], [-1.28, 3.39, 0.46]]}

(8)
{"formula": "C5H12KNO", "method": "ωB97M-V/def2-TZVPD", "de_lowest_kcal_mol": 0.0, "energy_ev": -25239.03920, "total_charge": 0, "homo_lumo_gap_ev": 5.3, "homo_energy_ev": -5.95, "lumo_energy_ev": -0.636, "symbols": ["C", "C", "C", "N", "O", "C", "C", "H", "H", "H", "H", "H", "H", "H", "H", "H", "H", "H", "H", "K"], "xyz": [[-0.99, 1.20, 1.27], [-1.81, 0.33, 0.31], [-1.37, -1.14, 0.21], [-0.26, -1.49, -0.61], [0.95, -0.96, 0.21], [1.89, -0.41, -0.68], [1.51, 0.96, -1.22], [-1.43, 1.21, 2.27], [-0.91, 2.24, 0.93], [0.03, 0.81, 1.36], [-2.86, 0.35, 0.62], [-1.78, 0.74, -0.71], [-2.19, -1.70, -0.27], [-1.32, -1.52, 1.26], [2.05, -1.10, -1.52], [2.83, -0.35, -0.10], [2.02, 1.18, -2.16], [1.73, 1.76, -0.51], [0.44, 0.93, -1.42], [1.46, -3.04, 0.77]]}

(9)
{"formula": "C5H12MgN2O11S2", "method": "ωB97M-V/def2-TZVPD", "de_lowest_kcal_mol": 161.8, "energy_ev": -57981.68504, "total_charge": -2, "homo_lumo_gap_ev": 3.8, "homo_energy_ev": -1.72, "lumo_energy_ev": 2.087, "symbols": ["Mg", "N", "O", "O", "O", "N", "O", "O", "O", "C", "O", "O", "O", "C", "S", "O", "C", "H", "H", "H", "H", "H", "H", "C", "S", "O", "C", "H", "H", "H", "H", "H", "H"], "xyz": [[0.59, 0.00, 2.30], [4.96, 1.29, -0.29], [4.08, 0.93, 0.53], [6.09, 1.45, 0.07], [4.69, 1.31, -1.45], [-4.31, -1.61, 4.13], [-3.80, -2.29, 4.96], [-5.51, -1.35, 4.02], [-3.51, -1.16, 3.30], [0.69, 0.77, 6.23], [0.37, 1.52, 5.26], [0.05, 0.44, 7.19], [0.82, -0.32, 5.72], [-0.52, 3.65, -3.87], [-0.94, 3.73, -2.06], [-0.44, 2.49, -1.29], [0.16, 5.12, -1.50], [0.52, 3.32, -3.91], [-0.54, 4.63, -4.34], [-1.25, 2.98, -4.32], [1.20, 4.85, -1.68], [-0.01, 5.42, -0.46], [-0.12, 5.96, -2.13], [0.77, -3.97, -2.44], [0.29, -4.65, -0.79], [0.30, -3.41, 0.17], [-1.51, -4.87, -1.19], [0.04, -3.28, -2.86], [0.89, -4.89, -3.02], [1.65, -3.32, -2.35], [-1.94, -5.64, -0.55], [-1.69, -5.15, -2.22], [-2.07, -3.93, -1.12]]}

(10)
{"formula": "C5H12N", "method": "ωB97M-V/def2-TZVPD", "de_lowest_kcal_mol": 50.8, "energy_ev": -6861.35532, "total_charge": 1, "homo_lumo_gap_ev": 10.5, "homo_energy_ev": -13.96, "lumo_energy_ev": -3.471, "symbols": ["C", "C", "C", "C", "C", "N", "H", "H", "H", "H", "H", "H", "H", "H", "H", "H", "H", "H"], "xyz": [[0.66, 1.41, -0.02], [1.12, 0.14, 0.68], [-0.08, -0.88, 0.45], [-0.03, -1.87, -0.51], [-1.31, -0.57, 1.31], [0.17, 1.05, -1.41], [1.42, 2.10, -0.29], [-0.11, 1.90, 0.70], [2.03, -0.30, 0.28], [1.30, 0.31, 1.68], [0.60, -2.12, -1.41], [-1.07, -2.40, -0.75], [-2.20, -0.49, 0.61], [-1.25, 0.40, 1.78], [-1.55, -1.32, 2.19], [-0.29, 1.78, -1.94], [-0.38, 0.14, -1.36], [0.95, 0.72, -1.99]]}